22
Properties=species:S:1:pos:R:3:lowdin_charge:R:1 method="wB97M-V/def2-TZVPD" lumo_energy_ev=0.46 relative_energy_kcal_mol=98.59 gap_ev=8.08 multiplicity=1
C 0.72098 0.46658 -1.60606 -0.0541
N 0.64375 0.31588 -0.13945 -0.1353
C 1.55634 -0.62504 0.50567 -0.2140
C 2.84776 -0.55232 0.19174 -0.0859
H 0.72448 1.23534 0.29616 0.1399
H 0.15353 -1.03313 1.74259 0.0600
H 0.68417 -0.52125 -2.05716 0.0921
H -0.10841 1.07632 -1.96733 0.0867
H 1.66361 0.93895 -1.88241 0.0822
H 3.29733 0.16224 -0.50511 0.0317
H 3.54749 -1.24098 0.65229 0.0247
C -1.40501 -1.32383 -0.40783 -0.0427
C -1.03337 -0.15905 0.47558 -0.4723
C -1.82337 1.09662 0.25338 -0.1943
N -0.78716 -0.54105 1.77957 0.0718
N -1.81199 2.16039 0.94520 0.1218
H -0.71496 0.23634 2.42896 0.0776
H -1.21689 2.08185 1.77568 0.0442
H -2.43896 1.10330 -0.64799 0.1114
H -1.58350 -1.02363 -1.44053 0.0750
H -0.60438 -2.06687 -0.37636 0.0856
H -2.31143 -1.78665 -0.01660 0.0940

---

22
Properties=species:S:1:pos:R:3:lowdin_charge:R:1 method="wB97M-V/def2-TZVPD" lumo_energy_ev=0.32 relative_energy_kcal_mol=105.14 gap_ev=6.90 multiplicity=1
C -1.78865 -0.63927 1.32352 -0.1639
N 1.24727 -2.13489 0.69784 0.0682
C 0.25080 -1.27758 0.14340 -0.4181
N -0.41330 -0.38142 0.98133 -0.0989
H 0.92967 -3.08084 0.85406 0.0758
H 1.60286 -1.73095 1.55745 0.0868
H -0.34411 -1.81100 -0.61600 0.1439
H -2.23515 0.29108 1.68447 0.0736
H -1.86818 -1.35427 2.15178 0.0649
H -2.39651 -1.02868 0.48945 0.0661
C -1.16254 1.06169 -1.27264 -0.0550
C 0.00331 1.06340 -0.30123 -0.4239
C 2.20482 0.01751 -0.97582 0.1110
C 0.52273 2.25439 0.10415 -0.0341
N 0.97934 -0.07934 -0.67215 0.0133
H -2.00446 1.56220 -0.79475 0.0828
H -0.90406 1.59435 -2.18820 0.0808
H -1.50942 0.06364 -1.53949 0.0658
H 2.60961 0.98633 -1.24614 0.0990
H 2.82255 -0.87159 -0.92394 0.0907
H 1.44316 2.31882 0.66825 0.0346
H 0.01025 3.17641 -0.12533 0.0364

---

22
Properties=species:S:1:pos:R:3:lowdin_charge:R:1 method="wB97M-V/def2-TZVPD" lumo_energy_ev=0.58 relative_energy_kcal_mol=268.93 gap_ev=8.67 multiplicity=1
C 0.90628 -1.39089 -1.93345 -0.1743
C -0.30627 -1.89388 -1.09874 -0.2622
C -0.81940 -1.39868 0.00436 -0.1523
C -0.23646 0.94828 0.16876 -0.5175
C -1.28670 1.18601 -0.90670 -0.0199
C 1.40266 1.77460 1.52102 -0.2015
H 0.50949 -0.31056 -2.48384 0.0812
H 2.02682 -1.13246 -1.17828 0.1495
H 1.29705 -2.31820 -2.90097 0.1502
H -0.55595 -2.87912 -1.63452 0.1074
H -1.72920 -2.22221 0.25170 0.1648
H 0.55580 -0.32519 2.71755 0.1766
H -1.55274 -0.91992 2.26097 0.1852
H -2.33624 0.99786 -0.68599 0.0534
H -0.49763 0.51515 -1.66473 0.0897
H -1.54479 2.42931 -1.20443 0.1499
H 1.04709 2.66270 2.38686 0.1602
H 1.59022 0.57267 1.81075 0.0889
H 2.28733 2.26021 1.00031 0.0872
N -0.56064 -0.20905 0.77643 -0.2556
N -0.59146 -0.18378 2.11545 -0.0286
N 0.39471 1.83716 0.67748 -0.0324

---

22
Properties=species:S:1:pos:R:3:lowdin_charge:R:1 method="wB97M-V/def2-TZVPD" lumo_energy_ev="0.86 / -1.69" relative_energy_kcal_mol=72.23 gap_ev="6.07 / 7.48" s_squared=2.01 multiplicity=3
C 3.34976 0.41915 0.07295 -0.2049
C -1.01187 1.40418 0.61941 -0.0827
C -0.97006 0.31803 -1.60106 -0.0300
C -2.08400 -0.84927 0.48261 -0.0718
C 0.36839 -0.64930 0.37469 -0.1391
C -0.92516 -0.00137 -0.03972 -0.6134
N 2.16863 1.06949 -0.12119 0.0854
N 2.77060 -0.84210 0.12231 0.0227
N 1.58993 -0.19307 -0.24224 -0.1389
H 4.36580 0.54286 0.45548 0.0862
H -0.17893 1.94558 0.31475 0.0319
H -1.15379 1.24135 1.80399 0.1253
H -1.90751 1.77413 0.16303 0.0644
H -0.13580 -0.23132 -2.09274 0.0762
H -1.11485 1.35205 -1.77024 0.0518
H -1.81344 -0.23641 -2.16585 0.0993
H -1.93192 -1.91922 0.12614 0.1031
H -2.07918 -1.03321 1.53359 0.0652
H -3.00549 -0.48126 0.15946 0.0621
H 0.41136 -0.26712 1.88533 0.2325
H 0.27452 -1.70279 0.21813 0.0964
H 3.01301 -1.66041 -0.29885 0.0784

---

26
Properties=species:S:1:pos:R:3:lowdin_charge:R:1 method="wB97M-V/def2-TZVPD" lumo_energy_ev=0.73 relative_energy_kcal_mol=0.00 gap_ev=9.59 multiplicity=1
C -5.68896 -0.46833 0.23422 0.0124
C -5.02883 0.36209 -0.76822 -0.5312
O -5.31537 0.33017 -1.93164 0.1295
O -4.03463 1.20402 -0.41103 0.0376
C -3.40703 1.31003 0.78140 -0.2263
O -2.21435 0.50378 0.86090 -0.1138
N -1.08564 0.80360 0.05530 0.0357
N -0.30164 -0.03609 -0.21624 -0.1045
O -0.33739 -1.40983 0.20388 -0.0322
H -6.72107 -0.00244 0.53029 0.1435
H -5.23663 -0.52367 1.19968 0.0566
H -5.94863 -1.42196 -0.18370 0.0910
H -2.95995 2.43757 0.87290 0.1809
H -4.01563 0.92242 1.65351 0.1399
H 0.53020 -1.69618 -0.19232 0.0832
C 3.56955 0.15847 1.13461 -0.0330
C 3.08885 0.26615 -0.29627 -0.4474
C 4.19856 0.56936 -1.30010 -0.0551
N 1.89928 -0.07330 -0.58281 0.0705
H 4.33480 0.88942 1.16906 0.0526
H 2.73252 0.43228 1.74997 0.0822
H 4.10438 -0.73490 1.27122 0.0704
H 4.91979 1.21454 -0.85204 0.0467
H 3.76314 0.99875 -2.23858 0.0859
H 4.82351 -0.33311 -1.59082 0.1027
H 1.63211 0.03501 -1.64685 0.1223

---

23
Properties=species:S:1:pos:R:3:lowdin_charge:R:1 method="wB97M-V/def2-TZVPD" lumo_energy_ev=-4.75 relative_energy_kcal_mol=44.42 gap_ev=8.42 multiplicity=1 total_charge=+1
H 0.82802 -2.59432 2.62802 0.0693
N 0.21584 -2.47401 1.86951 0.2134
C 0.00048 -1.33178 1.49850 -0.3692
C 0.70806 0.01487 1.88485 0.0073
C -0.11218 1.00813 1.17470 -0.1437
N -0.66193 2.16233 1.51436 0.2745
C -0.63314 0.28887 -0.03683 -0.1961
C 0.20035 0.25671 -1.43850 -0.4870
N -0.52884 -0.23282 -2.52032 0.0495
N 1.43319 -0.45823 -1.15556 0.0449
C -1.02120 -1.10315 0.44066 -0.0700
H 0.90523 0.26781 2.84266 0.0903
H 1.70419 0.06203 1.29681 0.1845
H -1.43178 2.48867 0.95986 0.1425
H -0.65286 2.38199 2.49648 0.1524
H -1.40340 0.97566 -0.33789 0.1221
H 0.56661 1.27638 -1.70822 0.1562
H -1.18197 -1.07233 -2.25837 0.1387
H -0.96646 0.61752 -2.97107 0.1200
H 1.97562 -0.36275 -2.06094 0.1213
H 1.19109 -1.46111 -0.99521 0.0941
H -0.95149 -1.99768 -0.25330 0.1563
H -1.94619 -1.00286 0.95385 0.1289

---

24
Properties=species:S:1:pos:R:3:lowdin_charge:R:1 method="wB97M-V/def2-TZVPD" lumo_energy_ev=-3.67 relative_energy_kcal_mol=25.64 gap_ev=8.67 multiplicity=1 total_charge=+1
C 0.35424 -1.84797 -0.24850 -0.0218
C -2.49576 0.11921 0.02846 -0.4947
C 1.36430 -0.87982 -0.32748 -0.2344
C 0.86648 0.60644 0.07917 -0.3393
C 2.53021 -1.33630 0.57352 -0.0034
C 1.92753 1.63409 -0.26902 -0.0264
N -2.95845 1.35578 0.29981 0.1798
N -1.28725 -0.11078 -0.38798 0.0187
N -3.33598 -0.92228 0.17157 0.1729
N -0.36457 0.92373 -0.55154 -0.0503
O -0.21203 -2.83497 -0.13810 0.3072
H 1.68788 -0.81991 -1.37433 0.1836
H 0.69549 0.57532 1.16011 0.1565
H 2.24328 -1.30758 1.62114 0.1054
H 3.37975 -0.67795 0.42183 0.0910
H 2.84156 -2.34754 0.32461 0.1002
H 1.56445 2.62341 -0.00503 0.0952
H 2.15222 1.62414 -1.33321 0.0938
H 2.84272 1.46137 0.28682 0.0816
H -3.93691 1.51310 0.46331 0.1146
H -4.24254 -0.79150 0.58332 0.1152
H -2.99002 -1.85842 0.06758 0.1067
H -2.37413 2.14719 0.09316 0.1039
H -0.25245 1.15124 -1.53920 0.1441

---

24
Properties=species:S:1:pos:R:3:lowdin_charge:R:1 method="wB97M-V/def2-TZVPD" lumo_energy_ev="-5.45 / -5.45" relative_energy_kcal_mol=169.65 gap_ev="6.26 / 6.26" multiplicity=1 total_charge=+1
C -0.49822 2.62798 -0.68457 -0.0318
C -1.53614 2.56270 0.03073 -0.3622
C 1.74497 -2.18162 -0.87888 -0.0844
C 0.31591 -2.53816 1.20969 -0.0373
C -1.95930 1.53045 2.41713 -0.3273
C 1.10620 -1.60425 0.31871 -0.4186
N 0.38848 0.28257 -1.04639 0.0233
N -0.00094 1.39916 -1.46889 -0.2277
N 0.30735 -0.42036 -0.06644 0.1020
N -0.01194 1.71749 -2.78893 0.0844
S -2.76527 2.31412 1.02372 1.0613
H 0.18462 3.43450 -1.08240 0.1583
H 2.25714 -1.54528 -1.57168 0.0627
H 1.04934 -2.69646 -1.64747 0.1223
H 2.42965 -2.93557 -0.64500 0.0628
H -0.50550 -2.96142 0.65936 0.0835
H -0.09853 -1.97648 1.93898 0.0262
H 0.94670 -3.35053 1.61611 0.1111
H -1.68182 0.55722 1.98355 0.0373
H -2.58086 1.64481 3.33367 0.0708
H -1.11219 2.14917 2.80868 0.0796
H 1.87865 -1.17542 0.93703 0.1386
H 0.87091 2.05375 -3.07256 0.0949
H -0.72921 1.11162 -3.32416 0.1703

---

24
Properties=species:S:1:pos:R:3:lowdin_charge:R:1 method="wB97M-V/def2-TZVPD" lumo_energy_ev=0.72 relative_energy_kcal_mol=80.00 gap_ev=9.01 multiplicity=1 smiles=CC(C)CN(N)c1ncn[nH]1
C 2.12312 1.55667 0.35069 -0.0634
C 1.33241 0.32745 -0.31430 -0.4019
C 2.38769 -0.60544 -0.99436 -0.1012
C 0.69781 -0.38468 0.86301 -0.0433
N -0.92729 -0.96423 0.50313 -0.0850
N -0.89274 -2.08978 -0.39570 0.0524
C -1.90800 -0.04346 0.34594 -0.4184
N -1.97983 1.17851 0.87330 0.1009
C -3.18346 1.66580 0.50281 -0.2509
N -3.95200 0.81456 -0.12157 0.0477
N -3.11648 -0.29851 -0.22292 0.0557
H 2.48042 1.11765 1.28216 0.0628
H 3.01091 1.81126 -0.26242 0.0782
H 1.30373 2.28587 0.55086 0.0891
H 0.56085 0.72037 -1.07757 0.1558
H 3.06420 -1.13695 -0.46521 0.0255
H 3.03983 -0.05602 -1.64078 0.0551
H 2.02030 -1.47477 -1.69733 0.1051
H 1.12404 -1.38859 1.01293 0.1024
H 0.48768 0.29659 1.76922 0.1266
H -0.28778 -1.90039 -1.22547 0.0894
H -0.55595 -2.85319 0.09255 0.0436
H -3.43022 2.63687 0.63089 0.0661
H -3.39926 -1.21554 -0.35985 0.1074

---

25
Properties=species:S:1:pos:R:3:lowdin_charge:R:1 method="wB97M-V/def2-TZVPD" lumo_energy_ev=-7.02 relative_energy_kcal_mol=61.15 gap_ev=10.63 multiplicity=1 total_charge=+2
C 1.83355 -1.93659 0.33809 -0.3130
C -0.42625 -1.74128 -0.36496 -0.4536
C -1.67054 2.89712 0.18831 -0.2122
C -0.56563 2.61331 -0.75893 -0.1892
C -2.03284 1.56697 0.84854 -0.2400
C 0.52804 1.80683 -0.01650 -0.2709
N 2.82290 -1.18176 0.11584 0.2793
N -0.74361 -0.52782 -0.22250 -0.1529
N 0.69686 -2.50722 0.21686 0.1983
N 3.14677 -2.59289 0.56085 0.1628
N -0.99953 -2.55547 -1.23848 0.2279
S -0.42428 0.57394 0.99670 1.1646
H -1.31137 3.51366 0.88136 0.0827
H -2.59047 3.22656 -0.22931 0.1363
H -0.89416 1.80918 -1.60833 0.1782
H 0.03794 3.39260 -1.12214 0.1125
H -2.47966 1.80717 1.92556 0.1585
H -2.77757 1.08828 0.27731 0.0809
H 1.25787 1.17960 -0.51210 0.0834
H 1.08102 2.22211 0.78277 0.0786
H 0.37112 -3.22145 0.88003 0.2085
H 3.64357 -2.76843 1.50041 0.2217
H 3.59465 -3.26413 -0.06478 0.1788
H -1.72807 -2.14936 -1.79230 0.1456
H -0.37032 -3.25093 -1.58230 0.1331

---

21
Properties=species:S:1:pos:R:3:lowdin_charge:R:1 method="wB97M-V/def2-TZVPD" lumo_energy_ev=-2.91 relative_energy_kcal_mol=217.90 gap_ev=4.78 multiplicity=1
C 1.29211 -0.87137 -1.06000 -0.1312
N 1.60285 0.44869 -0.57480 -0.0959
C 0.48100 1.10382 0.05858 -0.1586
C -1.83403 -0.70005 1.19957 -0.0516
C -1.94283 0.34201 0.06692 -0.2324
C -1.33566 -0.29256 -1.20001 0.0838
C -0.80531 0.91568 -0.79431 -0.2263
H 0.92829 -0.80670 -2.09958 0.1003
H 2.17406 -1.49158 -1.11579 0.0941
H 0.63103 -1.41459 -0.34850 0.0791
H 2.34134 0.36473 0.26649 0.0181
H 0.72470 2.10429 0.37231 0.1274
H 0.33780 0.57135 0.99989 0.1073
H -1.44590 -0.23591 2.11184 0.0817
H -1.20173 -1.49049 0.82327 0.0645
H -2.75640 1.01750 0.26963 0.1254
H -2.07584 -0.56380 -1.94190 0.1167
H -0.93518 1.78275 -1.44180 0.1665
H 3.81212 0.10923 1.56959 -0.0498
H -2.84623 -1.06750 1.30227 0.0830
O 2.85379 0.17451 1.53630 -0.3019

---

21
Properties=species:S:1:pos:R:3:lowdin_charge:R:1 method="wB97M-V/def2-TZVPD" lumo_energy_ev=0.49 relative_energy_kcal_mol=88.25 gap_ev=8.43 multiplicity=1
C -0.57790 0.04312 0.16643 -0.4590
C 0.09504 -0.97627 -0.63748 -0.1500
C -0.10776 0.31819 1.58049 -0.0569
C -2.08918 0.11201 0.03050 -0.0549
C 1.29927 -1.74672 -0.17502 -0.0720
C 0.12002 1.09485 -1.05453 -0.5488
N 1.33658 1.70169 -0.62527 0.1013
O -0.69366 1.69602 -1.76047 0.0129
H 2.01411 1.08435 -0.19953 0.0697
H 1.15411 2.56273 -0.12102 0.1011
H -0.55653 -1.51738 -1.32107 0.1344
H 0.63813 -0.09795 -1.61859 0.1868
H 0.97366 0.25750 1.70851 0.0619
H -0.55107 -0.39432 2.28413 0.0845
H -0.42065 1.32073 1.88942 0.0892
H -2.43819 1.12411 0.25172 0.0886
H -2.57707 -0.59222 0.71246 0.0822
H -2.41601 -0.11303 -0.98505 0.0813
H 1.79461 -2.25159 -1.00585 0.0846
H 2.03331 -1.12275 0.33345 0.0681
H 0.96918 -2.50306 0.54676 0.0951